Record 1
{
  "formula": "C16H18N2O3S",
  "method": "wB97M-V/def2-TZVPD",
  "charge": 0,
  "orbital_gap_ev": 9.1273,
  "symbols": ["C", "H", "C", "H", "H", "H", "H", "H", "H", "C", "C", "H", "H", "C", "H", "C", "C", "C", "H", "H", "H", "C", "C", "O", "C", "C", "C", "C", "H", "S", "C", "H", "H", "H", "O", "C", "H", "O", "N", "N"],
  "positions_angstrom": [[-0.869, 2.456, -0.005], [1.295, 3.683, 3.621], [-1.629, -0.039, 0.911], [-1.923, -1.014, 1.273], [-0.407, -3.866, -1.033], [-3.001, -4.325, -3.341], [-0.566, 3.427, -0.369], [1.155, 1.240, -1.859], [-3.059, -0.024, -0.684], [0.302, -0.732, -1.827], [-2.222, -4.369, -2.585], [1.201, 3.497, 1.147], [-2.390, 2.206, -1.487], [-2.272, 0.517, -0.182], [1.088, -3.105, 0.467], [0.273, -1.953, -1.154], [-1.555, -3.014, -2.479], [1.094, -2.150, -0.041], [2.535, -1.251, 1.280], [-0.321, -0.586, -2.693], [0.229, 2.279, 3.783], [-1.893, 1.769, -0.635], [1.889, 0.086, -0.239], [2.765, 2.562, -0.434], [1.115, 0.284, -1.364], [0.913, 2.634, 1.767], [-0.610, 0.650, 1.542], [0.489, 3.124, 3.150], [-0.379, 3.772, 3.057], [2.851, 1.423, 0.437], [-0.215, 1.901, 1.085], [-0.098, 0.212, 2.387], [2.715, 2.004, 2.581], [-1.493, -5.126, -2.866], [-1.882, -2.057, -3.139], [1.898, -1.128, 0.419], [-2.667, -4.646, -1.631], [4.150, 0.942, 0.810], [2.045, 1.723, 1.880], [-0.548, -3.008, -1.549]],
  "mulliken_charge": [-0.41, 0.46, -0.66, 0.40, 0.21, 0.36, 0.40, 0.51, 0.39, -0.35, -1.36, 0.44, 0.40, -0.41, 0.32, 0.74, 0.80, -0.70, 0.43, 0.50, 0.34, -0.72, -0.13, -0.69, -0.44, -0.46, -0.03, -1.57, 0.38, 1.44, 0.80, 0.36, 0.34, 0.34, -0.59, -0.92, 0.34, -0.76, -0.35, -0.14]
}



Record 2
{
  "formula": "C10H17Cl2FO2Pd",
  "method": "wB97M-V/def2-TZVPD",
  "multiplicity": 5,
  "charge": -2,
  "orbital_gap_ev": [4.7328, 6.0518],
  "s_squared": 6.03,
  "symbols": ["C", "H", "H", "H", "H", "C", "F", "H", "C", "H", "C", "H", "C", "H", "H", "O", "H", "H", "C", "C", "Cl", "C", "Cl", "H", "H", "H", "H", "H", "C", "O", "H", "C", "Pd"],
  "positions_angstrom": [[0.607, -1.006, -0.216], [1.530, -2.841, 0.296], [1.945, 2.051, -0.723], [2.571, 1.341, 1.546], [-2.059, -2.791, 0.657], [1.791, 1.076, -1.201], [1.395, 0.468, 3.412], [2.563, -1.391, 0.488], [-1.189, 2.181, -1.112], [-3.468, 0.626, -0.560], [-1.547, -0.284, -0.594], [-1.680, -3.187, -1.010], [-0.746, -1.431, -0.259], [-0.457, 2.948, -0.763], [-0.465, -3.452, 0.244], [3.048, 0.438, 1.656], [-1.254, 2.270, -2.214], [-3.260, -0.515, -1.880], [1.784, -1.898, -0.139], [0.684, 0.436, -0.531], [-0.003, 2.801, 2.189], [-0.726, 0.865, -0.718], [-2.606, 0.094, 2.508], [2.726, 0.262, 2.686], [1.582, 1.235, -2.262], [2.186, -2.060, -1.136], [-2.145, 2.394, -0.694], [2.711, 0.497, -1.074], [-2.992, -0.320, -0.844], [1.455, 2.397, 1.177], [-3.488, -1.077, -0.228], [-1.279, -2.771, -0.107], [0.786, 0.644, 1.405]],
  "mulliken_spin": [0.45, 0.00, 0.01, -0.01, 0.01, -0.01, 0.06, 0.01, 0.01, 0.00, 0.19, 0.02, 0.07, 0.01, 0.00, 0.11, 0.02, 0.01, -0.03, -0.20, 0.84, 0.31, 0.00, 0.00, 0.00, 0.01, 0.01, 0.00, 0.00, 0.81, 0.00, -0.02, 1.32]
}



Record 3
{
  "formula": "C32H41NO4P3RhS2",
  "method": "wB97M-V/def2-TZVPD",
  "multiplicity": 2,
  "charge": 1,
  "orbital_gap_ev": [6.6673, 8.3497],
  "s_squared": 0.76,
  "symbols": ["O", "H", "H", "H", "C", "H", "H", "C", "C", "H", "C", "C", "C", "H", "H", "H", "H", "C", "C", "N", "C", "H", "C", "H", "C", "H", "P", "C", "H", "H", "H", "C", "C", "H", "C", "C", "H", "H", "C", "H", "H", "C", "H", "H", "C", "O", "C", "H", "H", "S", "H", "H", "C", "C", "H", "H", "H", "C", "H", "C", "O", "P", "C", "S", "Rh", "C", "H", "H", "C", "H", "H", "H", "H", "P", "H", "H", "C", "H", "H", "C", "C", "C", "C", "O"],
  "positions_angstrom": [[-1.351, 2.528, 0.277], [-1.448, 4.575, 0.519], [-2.844, -1.491, 2.080], [-1.467, 3.638, 2.044], [-1.053, 3.699, 1.035], [0.029, 3.774, 1.098], [-0.570, 0.286, 5.488], [0.683, 5.234, -2.782], [-1.860, -1.182, -4.093], [3.429, 0.911, 0.642], [3.817, 0.817, -0.367], [2.905, -2.913, 4.275], [-3.566, -0.448, -2.558], [-4.503, 1.600, 1.035], [-3.231, 3.343, -0.078], [-0.829, -1.435, -4.313], [-2.846, 1.807, -0.879], [0.589, -3.009, -1.524], [-3.416, 1.616, 1.179], [0.370, -0.035, -2.222], [-1.496, -4.647, -0.691], [0.308, -2.475, 6.500], [-1.715, -3.294, -0.888], [-0.116, -1.128, 7.566], [-0.625, -0.803, 5.519], [2.084, 5.796, -1.253], [0.752, -0.669, 3.231], [1.632, 3.702, -1.190], [-2.701, -2.877, -0.711], [3.987, -1.053, 4.540], [3.540, -1.396, 2.865], [-4.156, -1.061, -4.802], [2.931, 0.746, -1.437], [-4.904, -1.203, -5.571], [5.188, 0.776, -0.591], [3.219, -1.483, 3.904], [-2.531, -1.691, -6.058], [0.858, -0.533, -2.955], [-0.234, -5.187, -0.918], [5.875, 0.845, 0.242], [1.789, -4.786, -1.501], [1.517, 4.987, -1.696], [5.172, 0.487, -3.967], [3.772, -3.540, 4.067], [-2.756, 2.368, 0.052], [2.063, -0.607, 4.101], [-0.671, -2.465, -1.305], [-5.570, -0.409, -3.328], [-3.317, -0.140, 3.138], [0.284, 1.251, 2.756], [-0.493, 2.096, -3.285], [-2.307, -5.282, -0.358], [0.804, -4.370, -1.334], [5.673, 0.650, -1.884], [-3.204, 2.092, 2.145], [-0.694, 4.387, -4.190], [-1.659, -1.093, 5.695], [3.425, 0.638, -2.738], [-4.472, -0.767, 1.931], [-2.820, -1.338, -5.077], [-2.878, 0.314, 1.160], [-1.018, -0.683, -1.482], [-4.531, -0.617, -3.545], [0.408, -1.568, 1.524], [-0.351, 0.425, 0.692], [-2.230, -0.728, -2.829], [1.418, -2.373, -1.814], [-0.063, -6.244, -0.765], [4.791, 0.576, -2.958], [6.740, 0.623, -2.061], [2.285, 3.515, -0.342], [2.661, -2.999, 5.333], [2.062, -3.295, 3.696], [1.167, 0.970, -1.104], [1.291, -0.999, 6.506], [-3.855, -0.106, -1.570], [-0.043, 4.196, -3.346], [2.748, 0.636, -3.586], [0.607, 6.234, -3.190], [0.278, -1.388, 6.582], [-3.416, -0.567, 2.135], [0.921, 2.651, -1.770], [0.075, 2.906, -2.842], [-0.338, -1.320, 4.193]],
  "mulliken_spin": [0.01, 0.00, 0.01, 0.00, 0.00, 0.00, 0.00, 0.01, 0.00, 0.00, 0.01, 0.00, 0.00, 0.00, 0.00, 0.00, 0.00, 0.00, 0.00, 0.00, 0.00, 0.00, 0.00, 0.00, 0.00, 0.00, 0.00, 0.01, 0.00, 0.00, 0.00, 0.00, -0.01, 0.00, 0.00, 0.00, 0.00, 0.00, 0.00, 0.00, 0.00, 0.00, 0.00, 0.00, 0.00, 0.00, 0.02, 0.00, 0.00, -0.02, 0.00, 0.00, 0.00, 0.00, 0.00, 0.00, 0.00, 0.00, 0.00, 0.00, -0.02, -0.04, 0.00, 0.02, 0.77, 0.00, 0.00, 0.00, 0.00, 0.00, 0.00, 0.00, 0.00, 0.19, 0.00, 0.00, -0.01, 0.00, 0.00, 0.00, 0.00, 0.02, 0.01, 0.00]
}



Calculated values (Eh) of total energy for the records, taken in order: -1353.94370; -1689.62933; -3530.61096.
Calculated values (kcal/mol) of ΔE to the lowest compared entry with this formula, charge and spin for the records, taken in order: 22.47; 3.19; 9.80.